# 1
Entry from OMol25: one molecule with the formula C5H8O in a non-equilibrium geometry (ωB97M-V with the def2-TZVPD basis set).

The geometry in XYZ format:
```
14
Properties=species:S:1:pos:R:3:forces:R:3:mulliken_charge:R:1
C 2.79390 -0.34942 -0.19773 -1.80 -0.35 0.49 -0.67
C 1.55540 -0.24628 -0.78099 0.46 -0.15 -0.25 -0.01
C 0.32280 -0.70739 -0.07331 1.04 -0.60 2.19 0.07
C -0.73438 0.12480 -0.17740 -0.14 1.17 -2.65 -0.52
C -1.84643 0.61347 0.68694 -1.04 -0.09 1.45 -0.26
O -3.16339 0.05323 0.28476 2.12 0.09 -0.14 -0.50
H 2.91433 -1.12133 0.62307 -0.20 1.24 -0.83 0.22
H 3.57509 0.42038 -0.25915 -0.16 -0.80 -0.78 0.25
H 1.25959 0.34193 -1.69407 1.00 -0.13 1.13 0.23
H 0.55678 -1.46875 0.80505 -0.93 1.83 -1.63 0.22
H -0.80971 0.69348 -1.19540 0.67 -0.81 1.73 0.18
H -1.61029 0.41929 1.75659 -0.51 -0.42 -0.52 0.24
H -1.96112 1.73224 0.67175 0.39 -0.98 -0.50 0.21
H -2.85257 -0.50564 -0.45010 -0.89 0.01 0.30 0.34
```
Forces are in eV/Å.

Calculated values
**Energy above the lowest of the compared OMol25 structures with the same formula, charge and spin**: 3.181 eV
**Multiplicity**: 1
**Total charge**: 0
**Structure (SMILES)**: C=C/C=C/CO

***

# 2
Entry from OMol25: one molecule with the formula C5H8O2 in a non-equilibrium geometry (ωB97M-V with the def2-TZVPD basis set).

The geometry in XYZ format:
```
15
Properties=species:S:1:pos:R:3:forces:R:3:mulliken_charge:R:1
O 2.11548 0.26414 -0.67526 0.10 -0.32 0.10 -0.56
C 1.19944 0.31278 0.39884 -0.29 0.18 0.33 0.15
C 0.01324 1.23699 0.06339 0.04 0.46 -0.39 -0.77
C -0.94008 0.07385 0.07682 0.09 0.25 -0.24 0.51
O -2.23153 0.18573 0.58831 0.19 -0.28 -0.03 -0.53
C -0.51288 -1.06690 -0.72781 -0.15 -0.16 -0.42 -0.65
C 0.24770 -0.88807 0.55020 -0.93 1.29 -0.20 -0.58
H 2.73252 -0.45928 -0.51031 -0.03 0.08 -0.05 0.33
H 1.70994 0.57526 1.33318 -0.11 -0.04 -0.13 0.33
H -0.17366 1.95843 0.86527 -0.08 -0.19 -0.17 0.28
H 0.05462 1.73890 -0.89923 0.26 0.42 -0.10 0.24
H -2.84209 -0.01213 -0.13719 0.17 0.04 0.33 0.35
H -1.15726 -1.93693 -0.73628 -0.16 0.15 -0.12 0.33
H -0.01519 -0.83130 -1.65976 0.27 -0.38 -0.01 0.18
H -0.20024 -1.15147 1.46982 0.64 -1.51 1.10 0.40
```
Forces are in eV/Å.

Calculated values
**Energy above the lowest of the compared OMol25 structures with the same formula, charge and spin**: 2.836 eV
**Multiplicity**: 1
**Total charge**: 0
**Structure (SMILES)**: O[C@H]1C[C@@]2(O)C[C@@H]12

***

# 3
Entry from OMol25: one molecule with the formula C5H8O2 (ωB97M-V with the def2-TZVPD basis set).

The geometry in XYZ format:
```
15
Properties=species:S:1:pos:R:3:forces:R:3:mulliken_charge:R:1
C -0.30551 1.48748 -0.31589 0.08 0.11 0.00 -1.45
C -0.16027 0.07172 0.20726 -0.24 0.09 -0.15 1.27
O 1.08076 -0.19024 0.86083 0.20 0.05 -0.17 -0.35
C 2.14432 -0.26499 0.04776 0.19 -0.05 -0.32 0.05
O 2.14528 -0.13777 -1.14738 -0.13 -0.01 0.46 -0.46
C -0.77342 -1.09887 -0.49008 0.00 -0.13 -0.16 -0.79
C -1.29517 -0.64636 0.85071 -0.14 0.01 0.19 -0.66
H -0.72423 1.49775 -1.32515 0.02 -0.05 0.13 0.32
H 0.67299 1.97293 -0.37402 -0.16 -0.11 -0.01 0.37
H -0.94340 2.09490 0.33234 0.07 -0.09 -0.02 0.34
H 3.04436 -0.46901 0.64108 -0.04 0.01 0.05 0.39
H -1.37122 -0.89683 -1.37446 0.13 -0.02 0.14 0.23
H -0.20469 -2.02388 -0.52284 -0.08 0.18 0.01 0.22
H -2.25269 -0.13665 0.89642 0.13 -0.05 -0.02 0.25
H -1.05710 -1.26016 1.71344 -0.04 0.08 -0.12 0.26
```
Forces are in eV/Å.

Calculated values
**Energy above the lowest of the compared OMol25 structures with the same formula, charge and spin**: 1.022 eV
**Multiplicity**: 1
**Total charge**: 0
**Structure (SMILES)**: CC1(OC=O)CC1

***

# 4
Entry from OMol25: a 2-piece molecular cluster, C5H8O2 overall in a non-equilibrium geometry (ωB97M-V with the def2-TZVPD basis set).

The geometry in XYZ format:
```
15
Properties=species:S:1:pos:R:3:forces:R:3:mulliken_charge:R:1
O 2.73606 0.45292 0.66303 0.33 -0.04 0.04 -0.51
C 1.81124 -0.40750 0.02448 -0.28 -0.29 -0.20 -0.40
C 0.44677 0.07648 0.35691 -0.14 -0.36 -0.08 0.03
C -0.43111 0.43334 -0.56320 -0.03 1.18 -0.06 -0.28
C -1.72423 1.14206 -0.27346 -0.30 -0.97 0.38 -1.23
C -1.36378 -2.09302 -0.03987 -1.29 -1.27 -0.69 0.19
O -2.12886 -2.43810 -0.81048 0.98 0.63 0.82 -0.19
H 3.60334 0.04573 0.59598 0.13 0.08 0.06 0.30
H 1.92092 -1.44629 0.37882 0.08 0.16 -0.01 0.28
H 1.93846 -0.41531 -1.07068 0.06 0.06 0.21 0.27
H 0.14931 0.02474 1.40491 0.10 0.12 -0.14 0.30
H -1.39410 2.14576 -0.42386 -0.50 1.15 -0.01 0.37
H -0.12516 0.57131 -1.60101 0.15 -0.51 0.05 0.25
H -2.54721 0.91056 -0.96694 0.37 0.04 0.13 0.33
H -2.09647 1.02250 0.76233 0.34 0.02 -0.49 0.30
```
Forces are in eV/Å.

Calculated values
**Energy above the lowest of the compared OMol25 structures with the same formula, charge and spin**: 1.804 eV
**Multiplicity**: 1
**Total charge**: 0

***

# 5
Entry from OMol25: C5H8O2 as an isolated structure in a non-equilibrium geometry (ωB97M-V with the def2-TZVPD basis set).

The geometry in XYZ format:
```
15
Properties=species:S:1:pos:R:3:forces:R:3:mulliken_charge:R:1
C 1.62357 -0.62389 0.38274 -0.37 -1.37 1.18 -0.79
C 0.52497 0.37461 0.35585 -0.28 -0.35 0.08 0.08
C -0.16599 1.38488 -0.55660 0.34 0.32 0.13 -0.25
O -0.88429 0.78515 -1.62846 -0.12 -0.35 0.34 -0.46
C -1.48432 0.79493 -0.30808 -0.13 -0.10 0.75 -0.45
C -0.76025 -0.49867 0.37882 0.81 -0.47 0.97 -0.04
O -0.90437 -1.54759 -0.52199 0.16 -0.45 -0.21 -0.46
H 2.58277 -0.30689 0.80008 -0.18 -0.05 -0.14 0.33
H 1.74622 -1.17187 -0.55994 -0.04 -0.06 0.46 0.28
H 1.00380 -1.36627 1.22980 2.84 1.12 -2.11 0.09
H 0.55184 0.90880 1.31911 -0.28 -0.16 -0.09 0.25
H 0.10890 2.42823 -0.66068 -0.09 -0.06 -0.10 0.41
H -2.47119 1.25089 -0.26376 0.21 -0.18 0.18 0.42
H -0.33593 -1.22495 1.42917 -3.19 2.18 -1.76 0.22
H -1.13575 -1.18735 -1.39605 0.31 -0.04 0.32 0.36
```
Forces are in eV/Å.

Calculated values
**Energy above the lowest of the compared OMol25 structures with the same formula, charge and spin**: 5.613 eV
**Multiplicity**: 1
**Total charge**: 0

***

# 6
Entry from OMol25: one molecule with the formula C5H8O2 (ωB97M-V with the def2-TZVPD basis set).

The geometry in XYZ format:
```
15
Properties=species:S:1:pos:R:3:forces:R:3:mulliken_charge:R:1
O 1.75894 1.36158 1.04835 0.14 -0.24 0.15 -0.63
C 0.53376 1.20355 -0.21971 -0.18 0.02 -0.07 0.26
C 0.64379 -0.16980 -0.87293 0.07 -0.07 -0.08 -0.91
C -0.54683 -0.57682 0.01539 0.00 0.12 -0.12 0.92
C -1.61362 -1.52259 -0.29770 -0.25 0.02 -0.21 -0.37
O -0.62113 -1.82160 0.68489 0.13 -0.14 0.20 -0.53
C -0.52208 0.77450 0.66436 -0.27 0.07 -0.17 -1.20
H 2.44723 0.67688 0.97475 -0.11 0.19 0.04 0.38
H 0.70415 2.15282 -0.72078 -0.02 -0.15 0.12 0.38
H 1.57142 -0.72810 -0.71036 -0.13 0.08 -0.01 0.24
H 0.42783 -0.14568 -1.94649 0.01 0.01 0.16 0.25
H -2.61773 -1.35113 0.09324 0.18 -0.01 -0.04 0.23
H -1.56988 -2.12660 -1.20642 0.02 0.10 0.15 0.22
H 0.77042 0.91058 1.47929 0.28 0.08 -0.09 0.41
H -1.36627 1.36242 1.01415 0.13 -0.08 -0.03 0.35
```
Forces are in eV/Å.

Calculated values
**Energy above the lowest of the compared OMol25 structures with the same formula, charge and spin**: 5.279 eV
**Multiplicity**: 1
**Total charge**: 0

***

# 7
Entry from OMol25: C5H8O2 as an isolated structure (ωB97M-V with the def2-TZVPD basis set).

The geometry in XYZ format:
```
15
Properties=species:S:1:pos:R:3:forces:R:3:mulliken_charge:R:1
O 0.38548 -1.96579 0.70262 0.04 -0.30 0.04 -0.49
C 0.86936 -1.20657 -0.37449 0.11 0.25 -0.26 -0.56
C 0.20257 0.15417 -0.24039 0.03 -0.15 -0.17 0.98
C 0.36194 1.09848 0.87756 -0.02 0.14 0.35 -1.28
C -1.02488 1.46156 0.86389 -0.05 0.12 0.11 0.51
O -1.76701 2.21378 1.46083 0.22 -0.24 -0.19 -0.66
C -1.30311 0.43529 -0.27582 -0.14 -0.05 -0.08 -0.73
H 0.64777 -2.88357 0.56745 -0.07 0.11 0.08 0.33
H 1.96319 -1.08098 -0.33532 -0.17 -0.02 0.01 0.35
H 0.60542 -1.65166 -1.34610 0.03 0.06 0.16 0.36
H 0.60404 0.61698 -1.51313 0.00 -0.04 0.08 0.17
H 1.23152 1.31873 1.48479 -0.12 -0.02 -0.08 0.42
H 0.79326 1.14028 -0.72096 0.03 0.05 -0.18 0.10
H -1.84322 -0.45017 0.06822 0.03 0.12 -0.03 0.23
H -1.72633 0.79948 -1.21915 0.08 -0.04 0.15 0.28
```
Forces are in eV/Å.

Calculated values
**Energy above the lowest of the compared OMol25 structures with the same formula, charge and spin**: 5.656 eV
**Multiplicity**: 1
**Total charge**: 0

***

# 8
Entry from OMol25: a 2-piece molecular cluster, C5H8O2 overall (ωB97M-V with the def2-TZVPD basis set).

The geometry in XYZ format:
```
15
Properties=species:S:1:pos:R:3:forces:R:3:mulliken_charge:R:1
O -1.88668 -0.62069 -0.63606 -0.12 -0.20 -0.16 -0.53
C -0.88479 0.10035 -1.32790 0.32 0.26 -0.15 -0.42
C -0.47037 1.25970 -0.46866 0.00 -0.20 0.14 0.14
C 0.64258 -0.97500 1.71296 0.06 0.00 -0.02 -0.52
C 1.85641 -0.81829 1.20040 -0.05 0.00 0.02 -0.40
C 0.50744 2.28595 -0.93672 -0.46 0.03 -0.04 -0.31
O -0.74886 2.59621 -0.98227 0.33 0.12 -0.07 -0.21
H -2.10882 -1.39820 -1.16181 -0.04 0.09 0.13 0.31
H -1.24474 0.49171 -2.29144 0.03 -0.10 0.15 0.37
H -0.00399 -0.52996 -1.52652 -0.14 0.03 0.04 0.24
H -0.65258 1.15995 0.59581 0.03 0.03 -0.10 0.40
H 0.42221 -0.69388 2.74070 0.05 -0.05 -0.14 0.24
H -0.18800 -1.36571 1.12741 0.17 0.03 0.11 0.26
H 2.08480 -1.09002 0.17175 -0.05 0.04 0.15 0.21
H 2.67539 -0.40211 1.78234 -0.13 -0.08 -0.07 0.22
```
Forces are in eV/Å.

Calculated values
**Energy above the lowest of the compared OMol25 structures with the same formula, charge and spin**: 4.926 eV
**Multiplicity**: 1
**Total charge**: 0

***

# 9
Entry from OMol25: C5H8O2 as an isolated structure in a non-equilibrium geometry (ωB97M-V with the def2-TZVPD basis set).

The geometry in XYZ format:
```
15
Properties=species:S:1:pos:R:3:forces:R:3:mulliken_charge:R:1
C -0.09272 -0.50638 1.86234 0.15 0.60 0.53 -0.56
C -0.10183 -0.64600 -0.47308 -0.16 -0.28 -0.88 -0.05
C 1.09044 -0.69117 -1.36072 0.08 0.07 -0.23 -1.08
C -1.03619 0.52875 -0.77618 -0.08 0.01 -0.18 -0.47
C -0.36823 1.42412 0.21400 -0.31 0.33 0.18 0.44
O -0.35810 2.57419 0.49638 0.27 -1.13 -0.02 -0.47
O 0.49209 0.41054 0.82814 -0.39 -0.92 0.46 -0.19
H -1.17012 -0.33459 1.92552 0.23 0.08 0.13 0.31
H 0.04917 -1.56906 1.61611 0.27 0.85 -0.20 0.31
H 0.44720 -0.22336 2.75199 -0.19 0.09 0.57 0.25
H 1.38777 0.26909 -1.81414 0.07 -0.03 -0.07 0.32
H 1.95924 -1.12200 -0.84825 -0.23 0.02 -0.12 0.26
H 0.80992 -1.39047 -2.15754 0.12 0.11 -0.06 0.38
H -1.03106 0.90910 -1.80181 0.01 0.22 0.07 0.34
H -2.07759 0.36726 -0.46274 0.16 -0.01 -0.16 0.22
```
Forces are in eV/Å.

Calculated values
**Energy above the lowest of the compared OMol25 structures with the same formula, charge and spin**: 4.926 eV
**Multiplicity**: 1
**Total charge**: 0

***

# 10
Entry from OMol25: one molecule with the formula C5H8O2 (ωB97M-V with the def2-TZVPD basis set).

The geometry in XYZ format:
```
15
Properties=species:S:1:pos:R:3:forces:R:3:mulliken_charge:R:1
C -0.00371 1.37814 0.82680 -0.14 0.02 0.20 -0.30
C -0.92124 0.18923 1.05782 0.25 -0.02 0.28 -0.44
O -1.47185 -0.21804 -0.18235 0.17 -0.13 -0.08 -0.45
C -0.45195 -0.57735 -1.10483 -0.13 0.04 0.09 -0.14
C 0.68548 -1.39689 -0.56385 0.05 -0.14 0.18 -0.52
C 0.90947 0.05170 -0.94737 -0.06 -0.04 -0.10 -0.07
O 1.13893 0.98608 0.07385 0.09 0.01 0.04 -0.42
H -0.54287 2.19430 0.32017 0.05 -0.24 0.04 0.25
H 0.38788 1.75323 1.77633 -0.06 0.01 -0.09 0.35
H -0.31784 -0.62050 1.49506 -0.35 0.34 0.15 0.19
H -1.71931 0.35220 1.78493 -0.14 0.36 -0.42 0.39
H -0.89501 -0.73943 -2.08803 0.28 0.01 0.29 0.36
H 0.58716 -1.49239 0.50930 0.42 -0.41 -0.30 0.11
H 1.14126 -2.27076 -1.01912 -0.11 0.36 -0.37 0.29
H 1.52686 0.29027 -1.81383 -0.34 -0.16 0.08 0.38
```
Forces are in eV/Å.

Calculated values
**Energy above the lowest of the compared OMol25 structures with the same formula, charge and spin**: 2.498 eV
**Multiplicity**: 1
**Total charge**: 0
**Structure (SMILES)**: C1CO[C@@H]2C[C@@H]2O1